1.
Molecular formula: C20H20BF4IMnN10OS2
Method: DFT, ωB97M-V/def2-TZVPD

Computed properties:
Total energy: -110658.7533 eV
Total charge: 0
E_LUMO (spin up / spin down): -0.0405 / -0.0406 hartree
Energy above the lowest of the compared OMol25 structures with the same formula, charge and spin: 7.74 kcal/mol
Multiplicity: 2
HOMO-LUMO gap (spin up / spin down): 6.507 / 6.369 eV
HOMO energy (spin up / spin down): -7.61 / -7.47 eV

Geometry (Å):
I1 0.086 2.309 4.973
N1 -1.111 -1.445 -0.672
C1 -1.732 -2.521 1.348
N2 -3.729 -5.566 1.823
C2 -2.444 -3.447 -0.847
H1 3.110 3.253 -1.137
C3 3.439 1.501 -3.390
H2 4.197 4.484 -1.763
N3 -2.710 2.629 1.740
N4 -1.040 -1.537 1.967
N5 -3.753 -5.513 -0.650
H3 6.111 2.765 -1.564
N6 3.153 -0.414 -1.900
C4 1.589 1.087 -1.728
H4 0.981 1.955 -1.919
H5 4.824 3.067 -3.665
F1 -1.221 1.723 -2.718
B1 -1.654 2.225 -1.492
C5 -3.082 -4.536 1.318
C6 -2.389 -3.451 3.470
C7 4.347 2.595 -2.801
N7 2.711 0.761 -2.377
S1 -4.310 -6.419 0.573
H6 2.713 1.943 -4.072
C8 -1.711 -2.416 4.079
H7 4.994 1.507 -1.033
C9 -1.730 2.193 2.542
N8 2.344 -0.772 -0.982
C10 -2.459 -3.323 -2.231
C11 -3.095 -4.506 -0.115
H8 -3.254 3.441 1.967
H9 -1.830 -2.092 -3.877
H10 -2.512 2.659 4.493
H11 -2.793 2.269 0.797
C12 -1.041 -1.489 3.290
C13 -1.173 -1.329 -1.989
H12 6.012 1.242 -2.453
N9 1.357 0.140 -0.850
Mn1 -0.013 -0.290 0.681
H13 -1.604 3.990 3.758
H14 -2.973 -4.063 -2.829
N10 1.401 -0.140 1.834
C14 3.547 3.658 -2.051
S2 3.548 -0.105 3.582
H15 -0.474 -0.681 3.736
F2 -0.964 1.438 -0.449
O1 -0.976 1.275 2.262
H16 -1.676 -2.322 5.155
F3 -3.017 2.030 -1.281
H17 4.042 0.772 -3.927
H18 2.744 4.065 -2.670
C15 -2.405 -3.516 2.082
H19 -0.695 -0.460 -2.423
C16 -1.647 2.912 3.885
C17 5.430 1.989 -1.911
C18 -1.761 -2.480 -0.085
F4 -1.287 3.547 -1.315
C19 2.318 -0.137 2.569
H20 -2.903 -4.208 4.047
C20 -1.827 -2.241 -2.807

=====

2.
Molecular formula: C3H7NO3
Method: DFT, ωB97M-V/def2-TZVPD

Computed properties:
Total energy: -10857.2063 eV
Total charge: 0
E_LUMO: 0.0229 hartree
Energy above the lowest of the compared OMol25 structures with the same formula, charge and spin: 26.78 kcal/mol
Multiplicity: 1
HOMO-LUMO gap: 11.151 eV
SMILES: CC(=O)NC=O.O
HOMO energy: -10.53 eV

Geometry (Å):
N1 0.856 1.224 0.462
O1 1.455 -0.872 1.147
O2 0.972 2.312 -1.537
O3 -0.410 -1.609 -1.820
H1 0.412 -1.612 -1.302
H2 -0.551 -2.565 -1.750
H3 -1.396 -0.574 0.241
H4 -0.785 1.560 -0.708
H5 -1.341 0.560 1.602
C1 0.576 -0.077 0.938
C2 -0.887 -0.327 1.172
C3 0.299 1.745 -0.739
H6 1.843 1.448 0.515
H7 -1.043 -1.214 1.779

=====

3.
Molecular formula: C3H7NO3
Method: DFT, ωB97M-V/def2-TZVPD

Computed properties:
Total energy: -10853.5993 eV
Total charge: 0
E_LUMO: 0.0267 hartree
Energy above the lowest of the compared OMol25 structures with the same formula, charge and spin: 109.96 kcal/mol
Multiplicity: 1
HOMO-LUMO gap: 8.308 eV
SMILES: C/C(O)=C(\N)OO
HOMO energy: -7.58 eV

Geometry (Å):
H1 -1.062 1.050 -1.641
N1 -0.995 1.301 -0.662
H2 2.270 -0.862 -1.135
C1 1.307 -0.397 -1.324
C2 -0.609 0.208 0.146
H3 1.442 0.661 -1.535
H4 0.271 -1.602 1.492
O1 -0.675 0.039 2.494
H5 -0.787 0.929 2.857
O2 -1.416 0.044 1.260
H6 -1.874 1.681 -0.341
C3 0.443 -0.580 -0.116
O3 0.827 -1.597 0.702
H7 0.859 -0.875 -2.196

=====

4.
Molecular formula: C4H12NO6
Method: DFT, ωB97M-V/def2-TZVPD

Computed properties:
Total energy: -18118.5103 eV
Total charge: -1
E_LUMO: 0.1279 hartree
Energy above the lowest of the compared OMol25 structures with the same formula, charge and spin: 55.33 kcal/mol
Multiplicity: 1
HOMO-LUMO gap: 8.784 eV
HOMO energy: -5.30 eV

Geometry (Å):
O1 -2.572 -0.233 -2.866
C1 0.085 -0.219 1.762
H1 -2.483 -0.655 -1.885
H2 -1.609 -0.485 -2.959
C2 0.408 -1.038 -0.560
H3 0.088 -2.028 -0.937
O2 0.556 2.695 -0.033
N1 -1.645 -1.615 0.458
C3 0.305 -0.084 -1.813
O3 -0.188 -0.964 2.706
O4 0.735 0.870 1.786
O5 0.017 -0.720 -2.843
H4 -1.130 -2.491 0.775
H5 -1.144 0.365 0.073
H6 2.602 1.861 1.842
H7 1.401 -1.124 -0.311
H8 0.431 1.862 0.419
H9 -0.245 3.136 0.235
H10 3.183 0.722 2.476
C4 -0.630 -0.567 0.418
H11 -2.373 -1.505 1.117
H12 0.739 0.818 -1.785
O6 3.471 1.399 1.924

=====

5.
Molecular formula: H42O21
Method: DFT, ωB97M-V/def2-TZVPD

Computed properties:
Total energy: -43673.6378 eV
Total charge: 0
E_LUMO: -0.0168 hartree
Energy above the lowest of the compared OMol25 structures with the same formula, charge and spin: 280.81 kcal/mol
Multiplicity: 1
HOMO-LUMO gap: 10.215 eV
HOMO energy: -10.67 eV

Geometry (Å):
H1 0.543 -2.486 -3.144
H2 4.085 -0.715 1.691
O1 -1.609 -0.583 4.225
O2 -1.625 1.025 -1.887
H3 -1.834 -1.816 0.625
H4 3.504 -0.638 -0.052
H5 1.101 0.084 -3.879
H6 -2.584 4.698 0.028
H7 3.790 -2.082 0.092
O3 -2.482 -0.022 -4.761
H8 -3.829 -1.441 -1.103
H9 -2.011 1.688 -2.476
O4 -0.702 2.716 -3.710
O5 -1.106 4.353 -1.609
H10 -2.143 -0.489 -3.968
H11 0.301 -3.428 0.014
H12 -3.548 0.371 3.421
O6 0.138 0.352 -3.688
O7 -3.476 4.047 -0.068
O8 4.812 1.054 -0.841
O9 -0.455 -3.919 0.003
H13 -3.447 -2.710 -0.156
O10 -3.941 -1.835 -0.263
H14 2.203 -3.200 2.867
H15 -0.804 -1.859 -0.854
H16 5.605 0.857 -0.416
H17 0.762 1.840 0.416
H18 1.392 4.231 1.518
H19 0.644 -1.692 4.247
H20 -0.464 4.992 -1.986
H21 4.209 1.756 -0.573
H22 -2.272 0.796 -1.397
O11 0.706 -0.069 2.750
O12 2.175 3.792 1.495
H23 2.194 3.442 0.604
H24 -3.736 -0.489 2.335
H25 -0.098 -0.055 -2.907
H26 0.498 -0.071 1.829
O13 4.034 -1.334 -0.544
H27 0.938 -0.196 4.753
O14 -3.951 0.392 2.536
H28 -1.718 0.555 -5.165
O15 1.235 1.284 -0.009
H29 -0.347 -4.594 0.585
H30 -1.315 2.684 -4.479
H31 3.844 -1.644 2.818
H32 -2.617 -0.890 1.345
O16 1.615 -3.916 2.920
H33 0.664 0.988 -0.790
H34 0.609 -0.981 -1.135
H35 -1.104 3.510 -2.002
H36 -0.917 -0.188 4.796
H37 1.695 0.177 2.539
O17 -1.799 -1.069 1.302
O18 -0.114 -1.515 -1.367
H38 -3.043 3.189 0.220
O19 1.373 -2.023 -3.254
O20 3.645 -1.525 1.927
H39 0.697 -3.494 3.131
H40 -1.375 -0.264 3.316
H41 -0.158 2.031 -4.104
H42 1.981 -2.760 -2.958
O21 1.292 -1.168 4.888

=====

6.
Molecular formula: C48H96BBr3Cl2F3K2N4O9RbS2SbSi2
Method: DFT, ωB97M-V/def2-TZVPD

Computed properties:
Total energy: -396959.2159 eV
Total charge: +1
E_LUMO: -0.1567 hartree
Multiplicity: 1
HOMO-LUMO gap: 2.349 eV
HOMO energy: -6.61 eV

Geometry (Å):
H1 4.111 -3.469 5.942
C1 3.313 3.951 0.490
C2 -7.051 7.465 -6.597
H2 -11.573 3.398 7.693
C3 -7.889 4.630 -0.117
H3 2.218 -6.467 -1.602
H4 5.367 -12.624 0.246
H5 2.111 -2.804 -0.510
H6 3.107 -7.658 -4.237
H7 -7.105 4.493 -3.423
H8 -0.259 3.952 9.325
H9 3.440 3.857 -2.939
O1 1.396 6.547 2.681
H10 0.894 -6.380 2.389
H11 -3.030 -0.257 4.323
H12 -9.851 11.303 -5.676
F1 5.810 -0.376 -8.779
H13 4.447 -0.023 -1.826
H14 2.705 -2.298 6.401
C4 4.950 2.913 -6.237
H15 3.307 -1.600 0.421
H16 -9.290 6.007 0.769
C5 -8.712 9.067 -6.265
C6 -11.211 3.926 6.808
C7 3.171 -2.897 5.479
C8 3.641 -9.539 0.536
C9 4.666 -10.915 -2.508
H17 3.096 -9.372 1.471
H18 5.505 -11.156 -1.851
C10 2.804 5.449 0.921
Si1 3.833 -7.923 -0.396
H19 4.622 2.897 -1.699
C11 -3.011 2.877 4.986
H20 -2.142 -2.741 2.090
H21 1.811 4.377 -1.312
H22 3.461 -2.130 4.643
H23 3.765 -6.551 1.682
H24 3.623 6.255 0.699
H25 1.606 -8.132 -1.501
N1 -0.106 -6.500 2.088
H26 5.161 4.645 -7.531
O2 4.535 -13.746 -1.265
K1 -6.851 2.999 3.729
C12 -1.223 4.732 5.892
H27 3.077 -10.274 -0.042
Br1 1.113 8.187 -1.061
H28 4.558 5.014 -5.906
H29 7.116 -9.194 -3.745
H30 2.438 -1.402 -2.458
H31 -1.359 -4.741 2.712
H32 -2.211 2.065 7.927
H33 -10.210 10.673 -8.102
Br2 -0.308 11.032 -0.536
H34 4.294 2.595 -5.418
C13 5.548 0.862 -9.287
C14 -11.043 10.689 -7.391
C15 4.464 -6.642 0.845
C16 2.139 -7.349 -0.958
O3 -8.049 9.927 -6.827
N2 -2.072 3.469 6.028
H35 -0.670 -6.957 2.851
C17 3.523 3.071 -2.075
C18 2.263 -1.703 -0.119
C19 2.112 -4.061 5.021
Rb1 3.358 -1.940 7.718
C20 4.518 4.286 -6.720
H36 1.527 -7.077 -0.092
H37 5.405 -14.399 0.481
H38 -2.691 -0.636 1.240
O4 -8.326 7.786 -6.044
H39 3.546 0.938 -0.361
H40 -6.772 6.467 -6.250
C21 0.510 -4.118 1.365
K2 3.954 -12.868 -3.219
H41 2.968 -4.600 2.859
H42 5.439 -6.937 1.243
C22 0.640 -3.521 4.545
H43 3.873 -13.504 0.660
H44 -11.571 11.640 -7.506
H45 1.920 -4.733 5.990
H46 -12.038 4.458 6.331
C23 -9.122 6.294 -1.360
F2 4.261 0.824 -9.738
C24 -8.504 5.871 -2.537
H47 -1.426 -5.272 0.872
H48 -1.164 5.439 4.955
H49 5.973 2.921 -5.845
H50 1.852 1.181 3.243
H51 -0.050 -4.490 4.445
C25 -0.249 -0.202 6.061
H52 6.239 -7.916 -4.616
C26 -1.745 3.029 7.444
O5 1.055 -0.473 5.434
H53 3.363 1.285 -3.646
H54 2.264 -9.009 -3.450
Cl1 -9.982 5.098 7.300
H55 6.041 -9.612 -5.093
H56 3.094 3.223 1.381
H57 4.466 3.929 0.285
C27 -2.963 0.318 3.303
H58 -11.407 10.576 -5.280
C28 -0.710 -5.118 1.809
H59 0.213 -3.692 0.290
C29 1.234 6.641 4.164
H60 -6.564 3.382 -1.270
C30 -7.278 4.201 -1.295
C31 -8.812 5.675 -0.149
H61 1.788 2.578 -0.586
C32 6.173 -8.941 -4.239
S1 -2.284 2.073 3.446
H62 1.227 -0.245 -1.583
C33 0.207 9.322 0.234
H63 1.542 -4.659 1.211
H64 3.352 5.615 3.197
B1 0.907 -0.431 3.948
C34 3.163 -8.725 -4.003
C35 -10.554 10.513 -5.965
H65 -4.050 0.429 2.829
N3 -0.412 5.085 7.151
H66 -1.856 -2.055 3.822
H67 -9.843 7.106 -1.386
S2 -4.698 2.998 5.265
F3 6.333 0.994 -10.393
O6 -9.969 9.218 -5.780
H68 2.458 -6.140 3.984
C36 -1.996 -0.469 2.191
C37 4.816 -13.557 0.110
H69 5.390 -13.789 -1.727
N4 4.981 -8.029 -1.702
O7 4.817 1.935 -7.282
C38 -0.674 4.041 8.216
O8 6.712 2.766 -8.273
H70 -7.114 7.448 -7.690
C39 -7.584 4.824 -2.505
H71 -0.033 -1.234 0.182
C40 -1.501 -1.947 2.687
H72 -6.284 8.171 -6.265
Br3 -1.303 8.415 1.060
H73 -0.429 -0.883 7.014
H74 4.730 -11.566 -3.387
H75 0.209 7.169 4.463
C41 0.994 -1.135 0.780
H76 4.562 -5.660 0.371
C42 2.301 -0.755 -1.492
C43 2.885 -5.027 3.946
C44 2.482 3.510 -0.856
H77 -8.741 6.357 -3.480
C45 5.778 1.965 -8.257
H78 -0.248 0.922 6.391
H79 1.814 5.787 0.354
Si2 4.722 -9.117 -3.038
H80 4.007 -5.128 4.340
H81 2.139 7.228 4.619
H82 1.202 5.538 4.588
O9 0.883 0.955 3.360
H83 -1.074 -0.490 5.283
C46 2.380 5.424 2.534
H84 3.736 -11.156 -1.990
H85 3.155 -9.278 -4.946
Sb1 0.680 -2.289 2.677
H86 1.196 0.005 0.950
H87 -7.645 4.149 0.827
H88 0.927 9.534 1.031
H89 4.617 -9.964 0.788
H90 2.447 -2.489 2.715
H91 -1.150 0.271 1.871
H92 1.835 4.416 2.822
H93 0.185 -2.933 5.479
H94 3.499 4.250 -7.118
Cl2 -10.548 2.751 5.666
C47 2.989 1.567 -2.573
C48 3.434 0.434 -1.429
H95 -11.715 9.872 -7.673
H96 1.808 1.671 -2.619

=====

7.
Molecular formula: C6H18ClO3
Method: DFT, ωB97M-V/def2-TZVPD

Computed properties:
Total energy: -25177.3357 eV
Total charge: -1
E_LUMO: 0.1288 hartree
Energy above the lowest of the compared OMol25 structures with the same formula, charge and spin: 62.93 kcal/mol
Multiplicity: 1
HOMO-LUMO gap: 8.656 eV
HOMO energy: -5.15 eV

Geometry (Å):
H1 2.372 -3.541 1.522
C1 0.972 -2.708 0.279
H2 1.560 -3.318 -0.407
H3 -2.267 4.724 2.969
H4 -0.766 4.419 3.949
H5 1.047 -4.457 1.409
H6 -2.436 3.654 4.355
H7 -0.858 1.970 2.996
Cl1 -1.506 0.320 -0.572
O1 -2.243 2.661 1.454
O2 -0.463 -2.744 0.307
H8 -0.663 -1.838 -0.004
H9 -0.427 3.290 2.002
H10 2.239 -1.553 -3.584
H11 0.159 -0.619 -5.052
H12 0.939 -3.063 2.454
H13 -0.346 -1.410 -3.744
H14 1.170 -1.537 0.393
H15 -1.965 1.977 1.096
H16 2.252 0.518 -3.739
C2 -1.710 3.916 3.447
C3 0.238 -0.486 -3.950
O3 -0.408 0.643 -3.449
H17 -0.572 0.347 -2.585
C4 1.400 -3.419 1.490
C5 -1.293 2.880 2.415
C6 1.698 -0.493 -3.272
H18 1.870 -0.141 -2.185

=====

8.
Molecular formula: C26H78O13
Method: DFT, ωB97M-V/def2-TZVPD

Computed properties:
Total energy: -54843.6687 eV
Total charge: 0
E_LUMO: 0.0176 hartree
Energy above the lowest of the compared OMol25 structures with the same formula, charge and spin: 0.00 kcal/mol
Multiplicity: 1
HOMO-LUMO gap: 10.022 eV
HOMO energy: -9.54 eV

Geometry (Å):
H1 2.565 -3.077 -1.781
C1 -0.177 -0.893 -0.296
H2 1.476 -5.061 2.885
H3 2.444 -0.408 2.192
H4 0.266 -0.187 -4.211
H5 -1.835 -0.895 2.202
H6 3.274 0.863 5.142
H7 -4.651 0.513 1.803
H8 2.966 -4.071 -4.051
C2 -2.781 -2.456 3.386
H9 3.904 3.071 0.207
H10 -0.443 -5.115 3.788
H11 0.232 -3.231 2.091
O1 -0.591 4.977 2.930
H12 -4.403 2.887 1.670
C3 0.466 5.608 2.168
H13 -2.358 -2.815 0.800
C4 0.673 0.858 -4.191
H14 -0.076 -1.591 3.778
H15 -1.000 2.911 2.115
H16 -2.018 -2.879 -3.453
H17 1.444 0.593 -6.722
O2 -1.196 -2.440 -3.240
H18 2.058 4.324 2.987
H19 -3.091 -2.587 4.430
H20 -0.660 2.918 -0.774
H21 0.837 3.622 -4.865
H22 -0.575 -3.169 -3.227
O3 0.487 0.762 -6.653
H23 -3.525 -1.978 -0.238
H24 1.301 3.702 1.449
H25 0.776 -4.982 -4.326
H26 1.735 -2.914 -4.718
C5 2.202 -2.589 -2.703
H27 -4.391 -6.037 0.809
H28 -0.512 -4.245 0.814
O4 -0.253 3.303 -1.565
H29 -5.074 0.319 0.070
H30 3.763 2.285 4.251
H31 0.591 6.648 0.248
H32 -5.524 -4.601 -1.084
H33 -2.416 -3.111 -0.974
H34 -0.751 -1.217 0.600
H35 4.942 3.944 -3.314
H36 1.708 3.994 -1.533
H37 1.876 2.782 -6.019
H38 4.886 0.386 3.274
H39 1.312 -1.943 -2.541
H40 -1.784 1.836 1.293
H41 1.147 -3.721 0.709
C6 -4.893 2.433 0.803
C7 -4.039 -3.981 0.167
C8 1.073 -6.485 1.297
H42 1.078 0.816 -0.814
H43 -2.996 1.015 -0.427
H44 3.438 2.166 -1.172
C9 -0.107 6.071 0.830
H45 5.122 2.675 -0.971
O5 -1.046 2.475 1.260
H46 0.265 3.364 -6.554
C10 3.847 0.561 3.006
O6 -0.475 -5.696 3.018
H47 -3.266 -0.229 4.497
H48 0.497 1.294 1.218
C11 4.086 2.979 -0.863
H49 1.842 -6.173 0.610
H50 -0.517 0.100 4.058
O7 0.985 -4.469 -3.534
H51 -5.962 2.590 0.839
H52 -0.357 5.254 0.160
H53 3.914 1.192 2.097
H54 3.723 5.227 -3.519
C12 0.222 1.551 -5.399
H55 -2.169 -3.296 3.053
H56 2.355 5.080 1.381
C13 3.180 1.358 4.174
C14 3.699 4.281 -1.571
H57 1.946 -0.585 -0.221
H58 0.865 6.457 2.752
O8 3.232 -0.638 2.669
C15 1.613 4.602 2.011
H59 -4.742 -3.612 0.932
C16 -3.000 -2.939 -0.066
H60 1.437 -7.331 1.855
H61 3.010 -1.961 -3.053
C17 1.044 -0.002 -0.073
O9 -3.103 0.821 0.502
C18 2.030 -3.512 -3.843
C19 -3.543 -5.379 0.596
H62 -2.942 -5.281 1.483
H63 -0.631 4.174 -1.644
H64 4.338 5.055 -1.172
H65 0.205 -6.852 0.756
H66 1.756 0.757 -4.091
H67 2.129 1.547 3.995
C20 -2.164 -1.117 3.211
C21 0.839 2.910 -5.716
C22 -4.509 0.931 0.818
H68 -1.118 -1.211 5.121
C23 0.700 -5.312 2.189
H69 -0.984 6.701 0.967
H70 -0.858 1.659 -5.368
H71 0.256 1.332 -3.298
C24 0.400 -4.049 1.413
H72 -2.949 -5.862 -0.199
O10 -3.121 -0.124 3.545
H73 -4.446 2.938 -0.050
O11 1.097 0.547 1.205
H74 3.205 3.540 -3.524
H75 -0.958 5.644 3.514
H76 -0.931 -0.455 -0.956
O12 -4.707 -4.065 -1.141
H77 -3.666 -2.556 2.755
H78 0.129 -1.767 -0.856
C25 -0.891 -0.926 4.063
O13 2.354 4.661 -1.262
C26 3.933 4.211 -3.079

=====

- Which of these has the highest total energy?
  number 3